## 1
The following is a quantum chemistry calculation of an isolated molecule of C3H4FNS, from the OMol25 dataset.

As for the HOMO energy: -8.676 eV. The LUMO energy is -0.1 eV. The value obtained for the molar mass is 105.1 g/mol. As for the SMILES: C=C(F)/C=N\S.

ORCA input file:
```
! RIJCOSX wB97M-V def2-TZVPD def2/J DEFGRID3
* xyz 0 1
S 1.83 -0.34 0.15
F -0.57 -1.24 -0.24
N 0.90 1.12 -0.13
C -2.66 0.00 0.20
C -1.30 -0.07 -0.09
C -0.41 1.09 -0.05
H 2.96 0.25 -0.14
H -3.16 1.02 0.20
H -3.31 -0.77 0.44
H -0.72 2.05 -0.18
*
```



## 2
The following is a quantum chemistry calculation of an isolated molecule of C3H4FNS, from the OMol25 dataset.

As for the HOMO energy: -8.412 eV. The LUMO energy is -0.1 eV. The value obtained for the molar mass is 105.1 g/mol. As for the SMILES: F/C=C\NC=S.

ORCA input file:
```
! RIJCOSX wB97M-V def2-TZVPD def2/J DEFGRID3
* xyz 0 1
S 2.73 -0.48 -0.01
F -2.45 0.22 0.00
N 0.30 0.56 -0.12
C -0.35 -0.51 -0.20
C 1.62 0.75 -0.11
C -1.65 -0.81 0.02
H 1.89 1.87 0.36
H -2.24 -1.66 0.05
H 0.32 -1.47 0.01
H -0.17 1.54 0.01
*
```



It comes down to 1, which is 6.3 kcal/mol more stable than the next structure.



## 1
The following is a quantum chemistry calculation of the ion C2F2NO3S with charge -1, from the OMol25 dataset.

As for the HOMO energy: -4.476 eV. The LUMO energy is 3.8 eV. The value obtained for the molar mass is 156.1 g/mol. As for the SMILES: N#CO[S@@](=O)([O-])=C(F)F.

ORCA input file:
```
! RIJCOSX wB97M-V def2-TZVPD def2/J DEFGRID3
* xyz -1 1
S -0.52 -0.02 0.83
F 1.01 1.52 -0.12
F -1.04 2.15 -0.45
O 0.51 -0.13 1.84
O -0.13 -1.55 -0.03
O -1.92 -0.22 1.22
N 1.53 -1.34 -1.71
C 0.72 -1.48 -0.94
C -0.17 1.07 -0.63
*
```



## 2
The following is a quantum chemistry calculation of a cluster of 2 separate species, C2F2NO3S in total, from the OMol25 dataset.

As for the HOMO energy (alpha / beta): -5.176 / -2.840 eV. The LUMO energy (alpha / beta) is 3.2 / 1.2 eV. The value obtained for the molar mass is 156.1 g/mol.

ORCA input file:
```
! RIJCOSX wB97M-V def2-TZVPD def2/J DEFGRID3
* xyz -1 1
S 2.21 0.55 0.16
F -0.50 0.06 -0.87
F -2.56 1.01 -0.38
O 3.24 0.50 -0.93
O 1.67 1.87 0.44
O 2.46 -0.30 1.27
N -2.48 -2.30 0.52
C -1.85 -0.14 -0.44
C -2.19 -1.24 0.22
*
```



It comes down to 1, which is 17.2 kcal/mol more stable than the next structure.



## 1
The following is a quantum chemistry calculation of a cluster of 3 separate species, C5H6OSi in total, from the OMol25 dataset.

As for the HOMO energy: -9.464 eV. The LUMO energy is 0.3 eV. The value obtained for the molar mass is 110.2 g/mol.

ORCA input file:
```
! RIJCOSX wB97M-V def2-TZVPD def2/J DEFGRID3
* xyz 0 1
Si 0.47 0.43 0.43
O 0.94 1.91 -0.20
C -2.49 0.00 0.06
C 0.67 2.09 1.27
C 2.21 -1.96 0.57
C 1.65 -0.89 0.48
C -1.29 -0.08 0.04
H -0.27 2.66 1.43
H -1.38 -1.91 -3.56
H 2.71 -2.86 0.56
H -3.54 -0.07 -0.17
H -1.18 -1.74 -2.70
H 1.50 2.44 1.78
*
```



## 2
The following is a quantum chemistry calculation of a structure of composition C5H6OSi, from the OMol25 dataset.

As for the HOMO energy (alpha / beta): -8.516 / -8.516 eV. The LUMO energy (alpha / beta) is -0.5 / -0.5 eV. The value obtained for the molar mass is 110.2 g/mol.

ORCA input file:
```
! RIJCOSX wB97M-V def2-TZVPD def2/J DEFGRID3
* xyz 0 1
Si 1.78 1.11 -0.90
O -1.85 1.01 2.07
C 0.41 -1.40 0.37
C -1.97 0.15 1.19
C -0.99 -0.12 0.15
C -0.46 -1.20 -0.77
C 0.47 -0.08 -0.21
H 0.15 -1.82 1.37
H 1.22 2.15 -1.94
H 2.96 0.36 -1.11
H 1.98 1.92 0.28
H -0.76 -1.75 -1.61
H -2.93 -0.32 1.12
*
```



It comes down to 1, which is 34.3 kcal/mol more stable than the next structure.



## 1
The following is a quantum chemistry calculation of a cluster of 2 separate species, C3H7ClS in total, from the OMol25 dataset.

As for the HOMO energy: -8.774 eV. The LUMO energy is 0.5 eV. The value obtained for the molar mass is 110.6 g/mol. As for the SMILES: CSCl.C=C.

ORCA input file:
```
! RIJCOSX wB97M-V def2-TZVPD def2/J DEFGRID3
* xyz 0 1
Cl 1.64 1.14 1.51
S 0.88 -0.45 0.60
C -1.74 1.04 -0.83
C -2.70 0.70 0.02
C 2.41 -1.38 0.13
H 3.30 -0.63 0.04
H -3.03 1.42 0.78
H -1.17 1.93 -0.71
H -2.98 -0.24 0.04
H 2.73 -2.00 0.99
H 2.18 -1.88 -0.90
H -1.51 0.38 -1.66
*
```



## 2
The following is a quantum chemistry calculation of an isolated molecule of C3H7ClS, from the OMol25 dataset.

As for the HOMO energy: -9.353 eV. The LUMO energy is 0.8 eV. The value obtained for the molar mass is 110.6 g/mol. As for the SMILES: C[C@H](S)CCl.

ORCA input file:
```
! RIJCOSX wB97M-V def2-TZVPD def2/J DEFGRID3
* xyz 0 1
Cl -2.38 -0.80 -0.50
S 1.37 -1.54 -0.29
C 0.70 1.22 -0.57
C -1.08 -0.44 0.64
C 0.32 -0.03 0.26
H -1.57 0.22 1.37
H 0.35 2.23 -0.20
H 0.42 -2.03 -0.98
H 0.74 0.20 1.25
H 1.82 1.29 -0.73
H -0.86 -1.30 1.33
H 0.19 0.99 -1.58
*
```



It comes down to 2, which is 27.4 kcal/mol more stable than the next structure.



## 1
The following is a quantum chemistry calculation of a cluster of 2 separate species, CH3NO in total, from the OMol25 dataset.

As for the HOMO energy: -12.000 eV. The LUMO energy is 0.4 eV. The value obtained for the molar mass is 45.0 g/mol. As for the SMILES: C#N.O.

ORCA input file:
```
! RIJCOSX wB97M-V def2-TZVPD def2/J DEFGRID3
* xyz 0 1
O -0.43 2.22 -0.54
N -0.01 -3.18 1.18
C 0.05 -2.23 0.57
H 0.15 1.53 -0.92
H 0.18 2.96 -0.33
H 0.06 -1.30 0.04
*
```



## 2
The following is a quantum chemistry calculation of a cluster of 2 separate species, CH3NO in total, from the OMol25 dataset.

As for the HOMO energy (alpha / beta): -9.526 / -9.353 eV. The LUMO energy (alpha / beta) is -0.2 / -0.2 eV. The value obtained for the molar mass is 45.0 g/mol.

ORCA input file:
```
! RIJCOSX wB97M-V def2-TZVPD def2/J DEFGRID3
* xyz 0 1
O -0.91 -0.66 0.11
N 0.42 -0.69 0.46
C -0.21 0.55 0.12
H 1.25 -1.52 -0.79
H -0.08 1.21 -0.87
H -0.46 1.11 0.96
*
```



## 3
The following is a quantum chemistry calculation of an isolated molecule of CH3NO, from the OMol25 dataset.

As for the HOMO energy (alpha / beta): -8.748 / -9.313 eV. The LUMO energy (alpha / beta) is 0.2 / 0.1 eV. The value obtained for the molar mass is 45.0 g/mol.

ORCA input file:
```
! RIJCOSX wB97M-V def2-TZVPD def2/J DEFGRID3
* xyz 0 1
O -0.55 -0.48 0.82
N -1.86 -0.28 0.67
C 0.68 -0.16 0.19
H -1.98 0.29 -0.23
H 0.62 0.42 -0.78
H 1.56 -0.42 0.80
*
```



## 4
The following is a quantum chemistry calculation of a cluster of 2 separate species, CH3NO in total, from the OMol25 dataset.

As for the HOMO energy: -9.754 eV. The LUMO energy is 1.0 eV. The value obtained for the molar mass is 45.0 g/mol.

ORCA input file:
```
! RIJCOSX wB97M-V def2-TZVPD def2/J DEFGRID3
* xyz 0 1
O -1.14 -0.20 -1.34
N 0.62 0.26 0.03
C -0.56 -0.17 -0.32
H -1.07 -0.79 1.11
H 1.27 0.81 -0.48
H 0.88 0.09 1.00
*
```



It comes down to 1, which is 16.3 kcal/mol more stable than the next structure.



## 1
The following is a quantum chemistry calculation of a structure of composition C3H8N3, from the OMol25 dataset.

As for the HOMO energy: -15.264 eV. The LUMO energy is -3.6 eV. The value obtained for the molar mass is 86.1 g/mol.

ORCA input file:
```
! RIJCOSX wB97M-V def2-TZVPD def2/J DEFGRID3
* xyz 1 1
N -1.72 0.32 -0.77
N 0.50 -0.04 -0.13
N 0.03 -1.32 -0.24
C -0.60 1.01 -0.47
C 1.16 0.15 1.11
C -1.72 -0.89 -0.63
H -0.34 1.63 -1.34
H 1.15 0.21 -0.81
H 1.48 1.19 1.32
H -2.22 -1.83 -0.57
H 0.19 -1.67 -1.16
H 2.18 -0.33 1.13
H 0.65 -0.09 2.15
H -0.75 1.64 0.42
*
```



## 2
The following is a quantum chemistry calculation of the ion C3H8N3 with charge +1, from the OMol25 dataset.

As for the HOMO energy: -14.174 eV. The LUMO energy is -3.7 eV. The value obtained for the molar mass is 86.1 g/mol. As for the SMILES: C=N/N=C(\C)[NH3+].

ORCA input file:
```
! RIJCOSX wB97M-V def2-TZVPD def2/J DEFGRID3
* xyz 1 1
N 1.71 0.96 -0.28
N -1.90 -0.30 0.09
N -0.44 0.63 -0.16
C 0.60 -0.03 0.02
C -2.85 0.37 -0.39
C 0.86 -1.37 0.58
H -2.71 1.38 -0.85
H 0.42 -1.47 1.49
H -3.80 -0.15 -0.14
H 0.50 -2.22 0.06
H 1.93 -1.56 0.60
H 1.40 1.41 -1.19
H 2.63 0.65 -0.25
H 1.68 1.70 0.41
*
```



It comes down to 2, which is 13.4 kcal/mol more stable than the next structure.